Record 1
Computed, not measured: a 2-piece molecular cluster, CH7N6 overall, with ωB97M-V/def2-TZVPD.

* gap between HOMO and LUMO (spin up / spin down): 7.77 / 8.05 eV
* calculated total energy: -10078.95812 eV
* total charge: +1
* energy above the lowest of the compared OMol25 structures with the same formula, charge and spin: 125.6 kcal per mole
* 2S+1: 1

```
14
Properties=species:S:1:pos:R:3:lowdin_charge:R:1
C -2.512 0.449 -0.050 -0.059
N -4.417 -0.909 0.144 0.187
N -1.648 1.346 -0.104 0.146
N -3.576 -0.057 0.022 -0.010
N 0.486 2.074 0.004 0.151
N 1.513 -1.389 -0.019 0.045
N -0.388 1.115 0.120 -0.055
H 2.484 -1.318 -0.314 0.055
H -5.298 -0.421 0.134 0.105
H 1.375 1.826 0.340 0.115
H 0.170 3.023 0.058 0.138
H 1.243 -1.411 0.945 0.029
H 1.016 -2.127 -0.421 0.010
H 0.114 0.186 0.052 0.145
```

---

Record 2
Computed, not measured: CH7NO as an isolated structure, with ωB97M-V/def2-TZVPD.

* gap between HOMO and LUMO: 5.51 eV
* calculated total energy: -4679.62212 eV
* energy above the lowest of the compared OMol25 structures with the same formula, charge and spin: 191.5 kcal per mole
* 2S+1: 1

```
10
Properties=species:S:1:pos:R:3:lowdin_charge:R:1
O 0.192 1.035 1.302 -0.229
H 0.311 1.659 0.388 0.150
C -0.009 -0.207 0.514 -0.155
N 0.273 -0.101 -1.426 0.026
H -1.850 -3.558 0.711 0.026
H -0.548 -0.985 0.787 -0.121
H -1.900 -2.834 0.443 0.003
H 0.395 -1.183 -1.862 0.191
H 0.750 0.579 -1.979 0.062
H -0.557 -0.008 -2.002 0.048
```

---

Record 3
Computed, not measured: one molecule with the formula CH7NO2P2, with ωB97M-V/def2-TZVPD.

* gap between HOMO and LUMO: 10.28 eV
* calculated total energy: -25310.99374 eV
* energy above the lowest of the compared OMol25 structures with the same formula, charge and spin: 15.8 kcal per mole
* SMILES: C[P@](=O)(P)NO
* 2S+1: 1

```
13
Properties=species:S:1:pos:R:3:lowdin_charge:R:1
C 0.089 -0.569 -1.406 -0.210
P 0.613 0.225 0.116 0.395
O 2.108 0.720 -0.099 -0.447
P 0.123 -0.977 1.808 0.703
N -0.477 1.547 0.140 -0.214
O -1.469 1.431 1.233 -0.156
H 0.741 -1.284 -1.756 0.028
H -0.865 -0.936 -1.530 0.024
H 0.054 0.104 -2.202 0.037
H 1.317 -1.650 1.618 -0.128
H -0.301 -1.965 1.056 -0.191
H 0.146 2.363 0.357 0.107
H -2.079 0.992 0.664 0.053
```

---

Record 4
Computed, not measured: a 3-piece molecular cluster, CH7NO3 overall, with ωB97M-V/def2-TZVPD.

* gap between HOMO and LUMO: 11.25 eV
* calculated total energy: -8783.03316 eV
* energy above the lowest of the compared OMol25 structures with the same formula, charge and spin: 11.4 kcal per mole
* SMILES: NC=O.O.O
* 2S+1: 1

```
12
Properties=species:S:1:pos:R:3:lowdin_charge:R:1
N 1.117 0.000 -0.316 0.101
C 1.044 1.360 -0.134 -0.399
O 0.103 1.933 0.349 0.019
H 0.618 -0.721 0.195 0.076
H 1.628 -0.094 -1.167 0.088
H 1.957 1.896 -0.420 0.126
O -0.699 -2.192 -1.591 -0.071
H -1.146 -2.632 -0.847 0.047
H -0.552 -1.282 -1.295 -0.004
O -1.152 -0.433 1.573 -0.062
H -1.611 0.246 1.070 0.038
H -0.514 0.030 2.125 0.041
```